Below is a 3-piece molecular cluster, C30H46BF6IN4O5 overall in a non-equilibrium geometry, with properties calculated with ωB97M-V/def2-TZVPD.

Its frontier orbital gap is 7.77 eV. As for the total energy: -73135.053 eV. Its spin multiplicity is 1. The value obtained for the HOMO energy is -8.1 eV. As for the structure (SMILES): CCCCCCCc1cc(NCCCC)c2ncc(B(N)O)nc2c1[C@@H](I)CC.CCOC(=O)C(F)(F)F.CCOC(=O)C(F)(F)F. The net charge is 0. As for the maximum force: 4.005 eV Å⁻¹.

Last column: Mulliken charge in e.
Element x y z (Å)
C: 6.42 -0.22 2.40  -0.87
C: 5.05 0.43 2.91  -0.58
C: 4.78 1.71 1.97  -0.55
C: 3.34 1.54 1.35  -1.03
C: 3.24 0.33 0.31  -0.25
C: 1.75 0.40 -0.27  -1.21
C: 1.22 -1.00 -0.77  -0.35
C: -0.29 -1.30 -0.45  0.27
C: -1.14 -0.06 -0.44  -0.37
C: -2.54 -0.05 -0.11  -0.12
N: -3.35 1.14 -0.04  0.09
C: -3.05 2.16 -1.05  -0.21
C: -3.84 3.48 -0.60  -1.12
C: -5.38 3.24 -0.35  0.38
C: -5.80 4.05 0.96  -1.20
C: -3.13 -1.40 0.24  0.73
N: -4.48 -1.32 0.58  -0.47
C: -4.94 -2.54 0.93  -0.54
C: -4.18 -3.80 0.95  0.30
B: -4.88 -5.17 1.44  0.42
N: -6.30 -5.46 1.21  -0.60
O: -4.12 -6.14 2.18  -0.54
N: -2.88 -3.83 0.58  -0.13
C: -2.31 -2.64 0.21  0.31
C: -0.84 -2.64 -0.17  -0.48
C: 0.13 -3.86 -0.24  -0.31
I: -0.67 -5.87 -0.10  0.03
C: 1.15 -3.87 -1.47  0.17
C: 1.46 -5.20 -2.23  -1.68
H: 6.38 -0.16 1.28  0.33
H: 7.25 0.44 2.79  -0.06
H: 6.48 -1.26 2.80  0.39
H: 5.14 0.79 3.96  0.39
H: 4.18 -0.27 2.82  0.42
H: 4.73 2.61 2.65  0.29
H: 5.59 1.89 1.22  0.37
H: 2.57 1.35 2.15  0.36
H: 3.00 2.45 0.78  0.37
H: 3.93 0.57 -0.54  0.14
H: 3.46 -0.66 0.79  0.33
H: 1.13 0.83 0.57  0.50
H: 1.71 1.18 -1.08  0.33
H: 1.39 -1.12 -1.87  0.36
H: 1.79 -1.77 -0.16  -0.06
H: -0.71 0.95 -0.69  0.03
H: -3.27 1.51 0.92  0.26
H: -1.97 2.49 -1.12  0.17
H: -3.39 1.93 -2.09  0.19
H: -3.61 4.34 -1.29  0.39
H: -3.39 3.77 0.40  0.36
H: -5.67 2.17 -0.26  0.30
H: -5.91 3.73 -1.22  -0.11
H: -5.78 3.31 1.81  0.28
H: -5.05 4.85 1.22  0.30
H: -6.78 4.57 0.87  0.31
H: -6.02 -2.59 1.24  0.08
H: -6.59 -6.07 1.99  0.27
H: -6.78 -4.57 1.42  0.28
H: -3.88 -5.76 3.04  0.29
H: 0.77 -3.77 0.69  0.51
H: 0.89 -3.10 -2.27  0.19
H: 2.15 -3.51 -1.07  0.13
H: 2.26 -4.95 -2.99  0.42
H: 0.62 -5.61 -2.85  0.41
H: 1.96 -6.00 -1.61  0.40
C: 13.19 1.49 2.01  -1.11
C: 12.20 0.81 2.94  -0.21
O: 11.07 1.66 3.19  -0.30
C: 10.14 1.69 2.23  0.33
O: 10.19 1.07 1.20  -0.50
C: 8.97 2.58 2.65  0.94
F: 9.38 3.76 3.15  -0.27
F: 8.21 2.00 3.60  -0.28
F: 8.15 2.87 1.63  -0.23
H: 13.48 2.47 2.41  0.30
H: 14.08 0.88 1.88  0.37
H: 12.75 1.67 1.03  0.32
H: 12.68 0.63 3.90  0.31
H: 11.88 -0.16 2.55  0.31
C: -9.39 -0.46 -4.32  -1.10
C: -8.20 0.25 -4.93  -0.20
O: -8.36 1.68 -4.86  -0.32
C: -8.08 2.24 -3.68  0.35
O: -7.72 1.64 -2.71  -0.49
C: -8.24 3.76 -3.76  0.92
F: -9.39 4.11 -4.37  -0.26
F: -7.24 4.33 -4.46  -0.27
F: -8.25 4.33 -2.55  -0.24
H: -10.32 -0.12 -4.79  0.30
H: -9.30 -1.54 -4.44  0.37
H: -9.47 -0.24 -3.25  0.31
H: -8.13 0.00 -5.99  0.32
H: -7.26 -0.06 -4.46  0.30

Below is C17H21BN6O3STi as an isolated structure in a non-equilibrium geometry, with properties calculated with ωB97M-V/def2-TZVPD.

Its frontier orbital gap is 5.66 eV. As for the total energy: -67667.353 eV. Its spin multiplicity is 1. The value obtained for the HOMO energy is -14.7 eV. The net charge is +2. As for the maximum force: 3.938 eV Å⁻¹.

Last column: natural (NBO) charge in e.
Element x y z (Å)
H: -0.24 3.29 0.06  0.25
N: 0.23 1.88 -1.47  -0.42
B: 0.75 0.81 -3.74  0.51
N: 0.66 2.04 -2.80  -0.31
C: 0.74 3.35 -3.08  0.10
Ti: -0.16 -0.05 -0.94  1.92
H: 1.03 3.68 -4.08  0.27
C: 0.38 4.09 -1.95  -0.29
H: 0.33 5.16 -1.87  0.28
C: 0.09 3.14 -0.96  0.05
H: 1.10 1.13 -4.85  0.03
C: -2.41 -2.81 0.17  -0.84
H: -2.84 -2.94 1.17  0.25
H: -1.44 -3.30 0.16  0.22
H: -3.08 -3.31 -0.53  0.23
N: -0.68 0.20 -3.73  -0.29
N: 1.66 -0.32 -3.18  -0.31
N: -1.25 -0.26 -2.54  -0.46
N: 1.37 -0.89 -1.94  -0.42
C: -1.53 -0.03 -4.74  0.11
C: 2.66 -1.01 -3.76  0.10
H: -1.25 0.26 -5.75  0.27
H: 3.00 -0.74 -4.74  0.26
C: -2.68 -0.64 -4.24  -0.29
C: 3.06 -2.03 -2.89  -0.30
C: -2.48 -0.78 -2.86  0.05
C: 2.25 -1.92 -1.76  0.06
H: -3.53 -0.95 -4.80  0.28
H: 3.83 -2.76 -3.06  0.28
H: -3.09 -1.21 -2.08  0.26
H: 2.23 -2.52 -0.86  0.27
H: -2.29 -1.73 -0.08  0.16
C: -0.19 0.92 7.13  -0.65
C: 0.03 0.50 5.70  0.07
C: 0.19 -0.85 5.40  -0.20
C: 0.40 -1.26 4.09  -0.13
C: 0.43 -0.31 3.07  -0.43
C: 0.27 1.05 3.35  -0.11
C: 0.07 1.44 4.67  -0.22
S: 0.60 -0.88 1.42  2.34
O: 1.43 0.03 0.60  -0.90
O: 0.93 -2.29 1.41  -0.85
O: -0.81 -0.59 0.84  -0.88
H: -1.08 0.45 7.54  0.25
H: 0.66 0.62 7.76  0.25
H: -0.30 2.01 7.19  0.23
H: 0.15 -1.60 6.20  0.24
H: 0.53 -2.32 3.86  0.25
H: 0.31 1.79 2.56  0.21
H: -0.06 2.50 4.92  0.24

Below is a 3-piece molecular cluster, C5H12O3 overall in a non-equilibrium geometry, with properties calculated with ωB97M-V/def2-TZVPD.

Its frontier orbital gap is 9.45 eV. As for the total energy: -11518.565 eV. Its spin multiplicity is 1. The value obtained for the HOMO energy is -9.1 eV. As for the structure (SMILES): C=C(O)/C=C/C.O.O. The value obtained for the energy above the lowest of the compared OMol25 structures with the same formula, charge and spin is 96.9 kcal per mole. The net charge is 0. As for the maximum force: 7.438 eV Å⁻¹.

Last column: natural (NBO) charge in e.
Element x y z (Å)
C: -0.79 2.56 -0.26  -0.47
C: 0.45 2.27 -0.70  0.26
O: 1.49 2.75 0.16  -0.69
C: 0.98 1.44 -1.84  -0.27
C: 0.47 0.25 -2.00  -0.14
C: 0.85 -0.70 -3.15  -0.65
H: -1.08 3.23 0.60  0.22
H: -1.81 2.26 -0.58  0.21
H: 2.07 3.27 -0.51  0.46
H: 1.87 1.85 -2.52  0.22
H: -0.33 -0.24 -1.45  0.21
H: 1.17 -0.13 -4.11  0.20
H: 1.56 -1.39 -2.79  0.22
H: 0.10 -1.21 -3.63  0.22
O: -0.45 -1.89 5.02  -0.92
H: 0.56 -2.22 4.79  0.47
H: -0.79 -1.72 4.22  0.45
O: -2.36 -3.59 2.62  -0.91
H: -2.53 -3.30 3.46  0.46
H: -1.44 -3.49 2.67  0.45